Entry w
Molecular formula: C17H19NO3
Method: DFT, the ωB97M-V functional and the def2-TZVPD basis

Structure (XYZ):
```
40
Properties=species:S:1:pos:R:3:lowdin_charge:R:1
C 4.876 4.701 -0.883 -0.066
C 3.731 3.821 -0.220 -0.165
O 3.803 2.416 -0.659 0.046
C 2.975 1.633 -0.234 -0.448
C 2.021 1.924 0.552 -0.047
C 1.230 1.017 1.202 -0.093
C 1.311 -0.159 0.748 -0.079
C 2.384 -0.712 -0.331 0.101
C 3.227 0.320 -0.766 0.060
H 3.842 0.176 -1.494 0.053
H 2.542 -1.726 -0.488 0.076
C 0.652 -1.583 1.133 -0.412
O 0.819 -2.638 0.927 0.190
N -0.738 -1.222 1.685 0.004
H -1.032 -0.296 1.343 0.126
C -1.752 -2.054 1.906 -0.155
C -3.090 -1.888 0.904 -0.182
C -4.259 -1.865 1.544 -0.052
C -5.388 -1.969 0.757 -0.133
C -5.212 -1.625 -0.522 -0.079
C -3.895 -1.730 -1.289 0.135
C -2.738 -1.769 -0.250 -0.270
O -1.518 -1.932 -0.781 -0.062
C -1.317 -1.716 -2.124 -0.100
H -1.671 -2.888 -2.885 0.191
H -1.742 -0.930 -2.682 0.064
H -0.348 -1.789 -2.534 0.046
H -3.821 -1.741 -2.200 -0.029
H -6.072 -1.431 -1.216 0.106
H -6.416 -1.746 1.207 0.132
H -4.294 -2.172 2.627 0.141
H -1.997 -2.212 2.780 0.010
H -1.290 -3.173 1.662 0.187
H 0.493 1.206 1.902 0.108
H 1.968 2.963 1.167 0.178
H 2.920 4.227 -0.242 0.015
H 4.089 3.789 0.739 0.093
H 4.885 5.852 -0.390 0.131
H 4.784 4.658 -1.979 0.047
H 6.039 4.265 -0.617 0.133
```

Output
Orbital gap (eV): 8.8
2S+1: 1
E_LUMO (Ha): 0.023
HOMO (eV): -8.21


Entry x
Molecular formula: C17H19NO3
Method: DFT, the ωB97M-V functional and the def2-TZVPD basis

Structure (XYZ):
```
40
Properties=species:S:1:pos:R:3:lowdin_charge:R:1
C 1.551 2.211 2.372 0.032
C 1.822 0.824 2.497 -0.276
C 2.541 0.334 3.570 -0.025
C 2.817 -0.923 3.924 -0.129
C 2.462 -1.684 3.027 -0.197
C 1.714 -1.492 2.000 -0.098
C 1.363 -2.636 0.816 0.084
C 1.392 -0.158 1.900 -0.115
N 0.910 0.299 0.474 0.211
C -0.335 -0.096 0.134 -0.402
O -1.154 -0.857 0.745 0.033
C -0.815 0.364 -1.177 -0.235
C -2.399 0.162 -1.284 -0.109
C -3.235 1.458 -1.478 -0.465
O -4.301 1.585 -1.994 0.126
O -2.542 2.523 -0.867 -0.015
C -2.505 -0.334 -2.672 -0.142
C -1.795 0.567 -3.843 -0.010
C -0.615 0.586 -3.595 -0.163
C -0.203 0.055 -2.359 -0.242
C -1.174 -1.393 -2.697 0.056
H 2.038 2.472 1.648 0.014
H 1.926 2.779 3.241 0.129
H 0.626 2.224 2.231 0.040
H 3.051 1.184 4.341 0.175
H 3.361 -1.472 4.756 0.157
H 2.609 -2.911 3.276 0.187
H 0.337 -2.643 0.933 0.039
H 1.508 -2.277 -0.146 0.053
H 1.809 -3.393 1.147 -0.016
H 1.127 1.072 0.095 0.041
H -0.460 1.559 -1.141 0.212
H -2.840 -0.123 -0.533 0.060
H -3.398 3.326 -0.778 0.251
H -3.404 -0.933 -2.863 0.141
H -2.563 0.929 -4.394 0.093
H 0.125 1.214 -4.180 0.152
H 0.794 -0.408 -2.097 0.169
H -1.298 -2.085 -1.598 0.182
H -0.845 -1.910 -3.430 0.005
```

Output
Orbital gap (eV): 9.5
2S+1: 1
E_LUMO (Ha): 0.018
HOMO (eV): -9.04
SMILES: Cc1cccc(C)c1NC(=O)[C@@H]1[C@@H](C(=O)O)[C@H]2C=C[C@@H]1C2


So which one is most stable? That would be entry w, about 64.1 kJ/mol below the next structure.


Entry w
Molecular formula: C2H5N2O2
Method: DFT, the ωB97M-V functional and the def2-TZVPD basis

Structure (XYZ):
```
11
Properties=species:S:1:pos:R:3:lowdin_charge:R:1
N 0.237 0.149 -0.697 0.073
C 1.459 -0.161 -0.182 -0.422
N 2.487 -0.579 -0.893 -0.070
H 0.248 0.213 -1.718 0.102
H -0.477 0.472 -0.076 -0.013
H 1.709 0.077 0.964 0.133
H 3.424 -0.823 -0.386 0.021
O -2.001 1.021 -0.169 -0.206
C -2.314 0.079 0.680 -0.553
O -1.544 -0.806 1.183 -0.155
H -3.228 0.359 1.295 0.090
```

Output
Charge: -1
Orbital gap (eV): 8.8
2S+1: 1
E_LUMO (Ha): 0.161
HOMO (eV): -4.40


Entry x
Molecular formula: C2H5N2O2
Method: DFT, the ωB97M-V functional and the def2-TZVPD basis

Structure (XYZ):
```
11
Properties=species:S:1:pos:R:3:lowdin_charge:R:1
C -1.647 -0.602 0.290 -0.046
C -0.185 0.795 -1.065 -0.465
N 0.958 0.511 -0.656 0.016
N 1.401 -0.413 0.935 -0.139
O 2.517 -0.116 1.463 -0.259
O -0.914 1.620 -1.611 -0.054
H -1.467 -1.377 -0.313 -0.121
H -1.203 -0.340 1.240 -0.047
H 1.620 1.343 -0.705 0.114
H 1.468 -1.321 0.467 0.048
H -2.548 -0.100 -0.045 -0.047
```

Output
Charge: -1
Orbital gap (eV): 6.9
2S+1: 1
E_LUMO (Ha): 0.156
HOMO (eV): -2.61


So which one is most stable? That would be entry w, about 531.9 kJ/mol below the next structure.


Entry w
Molecular formula: C2H3F2P
Method: DFT, the ωB97M-V functional and the def2-TZVPD basis

Structure (XYZ):
```
8
Properties=species:S:1:pos:R:3:lowdin_charge:R:1
F 0.250 0.573 -1.687 0.008
C -0.352 0.104 -0.534 -0.846
F -1.666 0.117 -0.897 0.009
C 0.083 0.555 0.824 -0.146
P 0.284 -1.490 0.262 0.937
H 0.725 1.393 1.029 0.057
H -0.728 0.333 1.634 0.090
H 1.404 -1.585 -0.631 -0.109
```

Output
Orbital gap (eV): 10.2
2S+1: 1
E_LUMO (Ha): 0.006
HOMO (eV): -10.08
SMILES: FC1(F)CP1


Entry x
Molecular formula: C2H3F2P
Method: DFT, the ωB97M-V functional and the def2-TZVPD basis

Structure (XYZ):
```
8
Properties=species:S:1:pos:R:3:lowdin_charge:R:1
F -0.111 1.517 0.761 0.014
C -0.511 0.341 0.239 -0.671
P -1.365 -0.520 -0.849 0.967
C -0.288 -1.136 0.535 -0.365
H 0.752 -1.526 0.538 0.073
H -0.794 -1.347 1.415 0.008
F 1.472 1.014 -1.555 -0.153
H 0.845 1.656 -1.083 0.128
```

Output
Orbital gap (eV): 9.6
2S+1: 1
E_LUMO (Ha): 0.010
HOMO (eV): -9.34
SMILES: FC1=PC1.F


So which one is most stable? That would be entry w, about 90.0 kJ/mol below the next structure.


Entry w
Molecular formula: C3H11N5
Method: DFT, the ωB97M-V functional and the def2-TZVPD basis

Structure (XYZ):
```
19
Properties=species:S:1:pos:R:3:lowdin_charge:R:1
C 1.683 -0.868 -0.356 -0.086
C -0.237 -0.634 2.099 -0.140
N -0.128 0.634 -1.226 -0.088
C -0.469 0.604 0.051 -0.552
N -0.734 1.686 -1.972 -0.056
N -1.477 1.418 0.553 0.133
N 1.233 -1.912 -1.111 0.032
N 0.309 -0.114 0.867 -0.069
H -0.342 2.593 -1.715 0.066
H -0.526 1.513 -2.949 0.053
H -2.143 1.719 -0.144 0.073
H -1.850 1.181 1.456 0.069
H 0.751 -2.636 -0.595 0.093
H 0.710 -1.625 -1.928 0.079
H 2.225 -1.143 0.537 0.083
H 2.135 -0.068 -0.922 0.090
H 0.336 -1.508 2.419 0.071
H -1.289 -0.950 2.029 0.074
H -0.186 0.109 2.908 0.076
```

Output
Orbital gap (eV): 7.8
2S+1: 1
E_LUMO (Ha): 0.033
HOMO (eV): -6.87


Entry x
Molecular formula: C3H11N5
Method: DFT, the ωB97M-V functional and the def2-TZVPD basis

Structure (XYZ):
```
19
Properties=species:S:1:pos:R:3:lowdin_charge:R:1
C 2.727 -0.143 0.026 -0.194
C 1.456 -0.894 -0.061 -0.368
C -0.858 0.038 -0.014 -0.297
H 2.824 0.974 -0.512 0.112
H 3.708 -0.831 -0.572 0.147
H 2.843 0.047 1.122 0.057
H 1.491 -1.664 0.725 0.103
H 1.482 -1.335 -1.030 0.086
H -2.247 1.208 -1.012 0.180
H -0.164 2.275 0.918 0.099
H 0.116 2.320 -0.487 0.061
H -0.879 -2.095 0.097 0.153
H -2.798 -0.557 0.820 0.039
H -3.512 -0.799 -0.375 0.109
N 0.465 0.183 0.320 -0.002
N -1.628 1.328 -0.054 -0.108
N -0.773 2.520 0.045 -0.046
N -1.482 -1.264 -0.144 -0.097
N -2.772 -1.313 0.188 -0.034
```

Output
Orbital gap (eV): 9.4
2S+1: 1
E_LUMO (Ha): 0.028
HOMO (eV): -8.63


So which one is most stable? That would be entry w, about 316.4 kJ/mol below the next structure.


Entry w
Molecular formula: C22H29N5O3
Method: DFT, the ωB97M-V functional and the def2-TZVPD basis

Structure (XYZ):
```
59
Properties=species:S:1:pos:R:3:lowdin_charge:R:1
O 2.545 1.391 -0.387 0.061
C 2.505 1.254 0.820 -0.448
C 3.744 1.593 1.664 -0.036
N 4.236 0.464 2.408 -0.176
C 4.959 0.498 3.547 -0.080
C 5.271 -0.804 3.861 -0.066
C 4.688 -1.558 2.835 -0.159
N 4.070 -0.778 1.969 0.083
N 1.390 0.878 1.473 -0.042
C 1.224 0.657 2.891 -0.142
C 0.993 -0.829 3.178 -0.162
C -0.202 -1.339 2.379 -0.143
C 0.040 -1.069 0.890 -0.293
N -0.983 -1.672 0.057 -0.122
C -0.560 -1.870 -1.320 -0.157
C -1.594 -2.742 -2.044 -0.159
N -2.943 -2.222 -2.002 -0.166
C -3.339 -1.300 -3.051 -0.146
C -2.655 0.050 -3.092 -0.217
C -1.488 0.226 -3.821 -0.060
C -0.794 1.434 -3.838 0.020
C -1.317 2.463 -3.095 -0.202
C -2.499 2.304 -2.370 -0.195
C -3.188 1.117 -2.359 0.030
O -2.801 3.480 -1.730 0.033
C -1.769 4.380 -2.074 -0.163
O -0.856 3.743 -2.937 0.038
C -3.304 -1.889 -0.643 -0.159
C -2.276 -1.010 0.083 -0.161
C 0.242 0.450 0.700 -0.083
H 4.505 1.929 0.949 0.136
H 3.524 2.416 2.351 0.133
H 5.194 1.420 4.039 0.117
H 5.833 -1.160 4.699 0.087
H 4.691 -2.621 2.698 0.100
H 2.087 1.018 3.447 0.110
H 0.344 1.229 3.217 0.130
H 0.827 -0.968 4.248 0.114
H 1.886 -1.385 2.890 0.091
H -0.339 -2.409 2.534 0.119
H -1.108 -0.830 2.714 0.107
H 0.986 -1.553 0.618 0.155
H -0.436 -0.914 -1.852 0.106
H 0.400 -2.390 -1.317 0.126
H -1.617 -3.719 -1.550 0.122
H -1.296 -2.885 -3.084 0.117
H -4.418 -1.152 -2.944 0.122
H -3.163 -1.817 -4.000 0.122
H -1.098 -0.601 -4.396 0.114
H 0.115 1.558 -4.401 0.121
H -4.106 1.016 -1.803 0.128
H -2.201 5.260 -2.577 0.139
H -1.246 4.707 -1.160 0.139
H -3.386 -2.835 -0.096 0.122
H -4.280 -1.400 -0.639 0.118
H -2.236 -0.019 -0.395 0.102
H -2.594 -0.888 1.120 0.119
H 0.434 0.690 -0.346 0.120
H -0.640 1.000 1.046 0.133
```

Output
Orbital gap (eV): 8.4
2S+1: 1
E_LUMO (Ha): 0.026
HOMO (eV): -7.66
SMILES: O=C(Cn1cccn1)N1CCC[C@@H](N2CCN(Cc3ccc4c(c3)OCO4)CC2)C1


Entry x
Molecular formula: C22H29N5O3
Method: DFT, the ωB97M-V functional and the def2-TZVPD basis

Structure (XYZ):
```
59
Properties=species:S:1:pos:R:3:lowdin_charge:R:1
C -5.269 -3.606 -0.356 -0.064
C -6.078 -2.331 -0.581 -0.249
O -5.338 -1.328 -1.246 -0.049
C -4.405 -0.607 -0.568 -0.263
C -3.656 0.280 -1.346 0.010
C -2.704 1.094 -0.774 -0.017
C -2.470 1.035 0.600 -0.146
C -1.427 1.862 1.260 -0.452
O -0.745 1.449 2.184 0.043
N -1.314 3.127 0.788 0.078
C -0.169 3.950 1.102 -0.156
C 0.629 4.269 -0.171 -0.076
C 0.651 3.042 -1.079 -0.463
O -0.188 2.947 -1.967 0.018
N 1.573 2.094 -0.867 -0.024
C 2.551 2.020 0.192 -0.125
C 2.259 0.825 1.103 -0.078
C 2.226 -0.491 0.313 -0.416
C 1.232 -0.324 -0.852 -0.072
C 1.574 0.902 -1.692 -0.117
N 1.717 -1.539 1.205 0.013
C 2.013 -2.899 0.817 -0.202
C 3.524 -3.219 0.779 -0.110
C 4.156 -2.097 0.042 -0.205
N 5.386 -2.065 -0.559 0.112
C 5.507 -0.836 -1.121 -0.180
N 4.453 -0.099 -0.917 0.112
C 3.592 -0.870 -0.186 -0.181
C -3.192 0.130 1.367 -0.006
C -4.158 -0.679 0.800 -0.012
H -4.910 -3.986 -1.309 0.079
H -5.896 -4.360 0.112 0.076
H -4.410 -3.413 0.281 0.067
H -6.482 -1.953 0.366 0.115
H -6.916 -2.538 -1.252 0.123
H -3.844 0.309 -2.408 0.120
H -2.115 1.742 -1.408 0.097
H -1.839 3.384 -0.034 0.134
H -0.497 4.880 1.581 0.121
H 0.428 3.381 1.819 0.114
H 1.626 4.629 0.074 0.108
H 0.109 5.048 -0.733 0.120
H 2.562 2.934 0.781 0.113
H 3.535 1.875 -0.270 0.110
H 3.032 0.773 1.873 0.129
H 1.289 0.946 1.591 0.096
H 1.245 -1.208 -1.489 0.120
H 0.234 -0.222 -0.423 0.122
H 0.840 1.042 -2.486 0.122
H 2.573 0.784 -2.124 0.117
H 2.044 -1.371 2.150 0.121
H 1.505 -3.566 1.517 0.116
H 1.592 -3.063 -0.178 0.116
H 3.920 -3.282 1.799 0.114
H 3.706 -4.177 0.286 0.113
H 6.058 -2.814 -0.582 0.155
H 6.375 -0.522 -1.665 0.114
H -2.987 0.070 2.425 0.121
H -4.707 -1.357 1.435 0.105
```

Output
Orbital gap (eV): 9.0
2S+1: 1
E_LUMO (Ha): 0.026
HOMO (eV): -8.34
SMILES: CCOc1ccc(C(=O)NCCC(=O)N2CCC3(CC2)NCCc2[nH]cnc23)cc1


So which one is most stable? That would be entry x, about 261.1 kJ/mol below the next structure.


Entry w
Molecular formula: C3H4O
Method: DFT, the ωB97M-V functional and the def2-TZVPD basis

Structure (XYZ):
```
8
Properties=species:S:1:pos:R:3:lowdin_charge:R:1
C 1.116 -0.581 0.065 0.024
C 0.193 0.428 -0.176 -0.120
C -1.316 0.251 0.094 -0.311
O -1.833 -0.787 -0.128 0.051
H 2.185 -0.354 -0.036 0.049
H 0.991 -1.683 0.094 0.072
H 0.577 1.466 -0.323 0.090
H -1.912 1.259 0.408 0.144
```

Output
Orbital gap (eV): 10.2
2S+1: 1
E_LUMO (Ha): 0.007
HOMO (eV): -9.97
SMILES: C=CC=O


Entry x
Molecular formula: C3H4O
Method: DFT, the ωB97M-V functional and the def2-TZVPD basis

Structure (XYZ):
```
8
Properties=species:S:1:pos:R:3:lowdin_charge:R:1
C -0.275 0.938 0.713 0.042
C -0.152 0.327 -0.449 -0.138
C 0.404 -1.063 -0.476 -0.244
O 0.781 -1.566 0.578 0.009
H -0.779 1.878 0.840 0.062
H 0.191 0.433 1.561 0.077
H -0.479 0.723 -1.394 0.085
H 0.310 -1.670 -1.373 0.107
```

Output
Orbital gap (eV): 10.2
2S+1: 1
E_LUMO (Ha): 0.003
HOMO (eV): -10.09
SMILES: C=CC=O


Entry y
Molecular formula: C3H4O
Method: DFT, the ωB97M-V functional and the def2-TZVPD basis

Structure (XYZ):
```
8
Properties=species:S:1:pos:R:3:lowdin_charge:R:1
C 0.214 -0.652 0.231 0.031
C -1.785 0.748 -0.103 0.081
C 1.370 0.135 -0.022 -0.303
O -2.704 -0.167 0.085 -0.082
H 1.641 0.265 -1.140 0.104
H 1.305 1.069 0.428 0.037
H 2.243 -0.350 0.303 0.053
H -2.284 -1.049 0.216 0.078
```

Output
Orbital gap (spin up / spin down) (eV): 8.0 / 7.0
2S+1: 1
E_LUMO (spin up / spin down) (Ha): 0.002 / -0.026
HOMO (spin up / spin down) (eV): -7.97 / -7.66


So which one is most stable? That would be entry x, about 46.5 kJ/mol below the next structure.